Entry 1:
An isolated ion of composition C11H10F2NO and charge +1. Source: the Open Molecules 2025 dataset; level of theory: ωB97M-V with the def2-TZVPD basis set.

Its total charge is +1. For the HOMO energy, the calculation gives -12.84 eV. The value obtained for the orbital gap is 9.48 eV. Its SMILES is OC1=CC=C[C@H](c2ccc(F)cc2F)[NH2+]1. Its spin multiplicity is 1.

The geometry in XYZ format:
```
25
C11H10F2NO (ωB97M-V with the def2-TZVPD basis set)
O 2.477 -1.800 1.771
C 2.246 -0.768 0.948
C 2.845 0.412 0.817
C 2.421 1.352 -0.204
C 1.404 1.111 -1.026
C 0.585 -0.142 -0.995
C -0.886 0.106 -0.700
C -1.379 1.309 -0.206
C -2.673 1.401 0.274
C -3.479 0.273 0.281
F -4.698 0.343 0.804
C -3.033 -0.946 -0.213
C -1.742 -0.998 -0.689
F -1.232 -2.183 -1.098
N 1.131 -1.151 0.033
H 3.247 -1.663 2.337
H 3.675 0.682 1.447
H 2.980 2.268 -0.283
H 1.115 1.810 -1.795
H 0.658 -0.629 -1.975
H -0.738 2.176 -0.177
H -3.053 2.326 0.675
H -3.662 -1.821 -0.194
H 0.353 -1.468 0.634
H 1.438 -2.001 -0.463
```


Entry 2:
C9H10AuF2N4S as an isolated structure at a distorted geometry. Source: the Open Molecules 2025 dataset; level of theory: ωB97M-V with the def2-TZVPD basis set.

The energy above the lowest of the compared OMol25 structures with the same formula, charge and spin is 1.420 eV. Its total charge is +1. For the HOMO energy (alpha / beta), the calculation gives -11.89 / -11.89 eV. The value obtained for the orbital gap (alpha / beta) is 6.14 / 6.14 eV. Its spin multiplicity is 1.

The geometry in XYZ format:
```
27
C9H10AuF2N4S (ωB97M-V with the def2-TZVPD basis set)
Au -0.459 0.069 -0.063
C 3.758 -1.563 0.214
C 2.402 -0.985 0.444
N 1.702 -0.488 -0.519
N 2.089 -0.309 -1.738
C 1.277 -0.027 -2.732
N 1.778 0.027 -3.961
S -0.396 0.380 -2.557
C 1.824 -0.963 1.783
C 2.545 -1.351 2.914
C 1.938 -1.298 4.160
C 0.629 -0.857 4.254
C -0.024 -0.479 3.087
N 0.555 -0.541 1.904
H 3.999 -1.541 -0.846
H 3.812 -2.586 0.580
H 4.495 -0.965 0.751
H 2.758 -0.136 -4.129
H 1.177 0.277 -4.732
H 3.566 -1.676 2.827
H 2.486 -1.590 5.041
H 0.117 -0.811 5.200
H -1.044 -0.125 3.110
F -2.245 1.792 1.548
C -2.429 0.820 0.632
F -3.052 -0.196 1.266
H -3.069 1.193 -0.172
```


Entry 3:
A 5-piece molecular cluster, C20H35N5O4S overall at a distorted geometry. Source: the Open Molecules 2025 dataset; level of theory: ωB97M-V with the def2-TZVPD basis set.

For the HOMO energy, the calculation gives -9.21 eV. The value obtained for the orbital gap is 9.75 eV. Its SMILES is NC[C@@H]1OC(=O)O[C@]1(O)S.CCCC#N.CCCC#N.CCCC#N.CCCC#N. Its spin multiplicity is 1.

The geometry in XYZ format:
```
65
C20H35N5O4S (ωB97M-V with the def2-TZVPD basis set)
N 0.342 -0.028 2.257
C 0.585 -1.126 1.332
C -0.040 -2.496 1.661
O -1.393 -2.550 1.147
C -2.157 -1.958 2.099
O -3.199 -1.424 1.893
O -1.538 -1.999 3.314
C -0.398 -2.828 3.107
O -0.936 -4.156 3.069
S 0.936 -2.786 4.305
H 0.526 -0.259 3.223
H -0.581 0.369 2.159
H 0.142 -0.830 0.380
H 1.647 -1.258 1.137
H 0.617 -3.279 1.287
H -0.466 -4.727 3.682
H 0.506 -3.702 5.186
C 2.787 1.136 -4.137
C 1.953 -0.109 -4.405
C 1.038 -0.476 -3.230
C 1.810 -0.758 -2.018
N 2.424 -0.970 -1.068
H 3.463 0.992 -3.292
H 3.392 1.382 -5.008
H 2.148 1.995 -3.921
H 2.612 -0.950 -4.628
H 1.334 0.055 -5.288
H 0.445 -1.359 -3.468
H 0.349 0.343 -3.015
C -3.134 -1.556 -3.783
C -2.682 -1.921 -2.373
C -3.573 -1.329 -1.276
C -3.570 0.132 -1.340
N -3.553 1.281 -1.421
H -3.097 -0.477 -3.945
H -2.490 -2.023 -4.529
H -4.157 -1.891 -3.966
H -1.656 -1.580 -2.221
H -2.677 -3.007 -2.264
H -3.211 -1.628 -0.295
H -4.599 -1.684 -1.381
C -0.394 -0.357 7.661
C -1.632 -0.817 8.422
C -1.531 -2.271 8.900
C -1.375 -3.187 7.770
N -1.259 -3.907 6.881
H -0.245 -0.940 6.751
H -0.493 0.688 7.367
H 0.503 -0.449 8.277
H -2.511 -0.706 7.786
H -1.785 -0.178 9.293
H -2.427 -2.558 9.450
H -0.675 -2.398 9.565
C 3.924 5.627 -4.720
C 3.016 6.320 -5.729
C 1.716 5.549 -5.985
C 1.988 4.215 -6.524
N 2.201 3.167 -6.947
H 4.243 4.648 -5.080
H 4.821 6.220 -4.543
H 3.417 5.490 -3.764
H 3.551 6.450 -6.672
H 2.761 7.317 -5.366
H 1.086 6.082 -6.698
H 1.151 5.436 -5.059
```


Entry 4:
C38H60AsF4N5NaS3Si3 as an isolated structure at a distorted geometry. Source: the Open Molecules 2025 dataset; level of theory: ωB97M-V with the def2-TZVPD basis set.

The energy above the lowest of the compared OMol25 structures with the same formula, charge and spin is 0.462 eV. Its total charge is -1. For the HOMO energy, the calculation gives -4.46 eV. The value obtained for the orbital gap is 5.95 eV. Its spin multiplicity is 1.

The geometry in XYZ format:
```
115
C38H60AsF4N5NaS3Si3 (ωB97M-V with the def2-TZVPD basis set)
Na -0.446 -0.248 0.341
C 3.221 2.914 0.953
C 3.780 1.569 0.520
N 2.811 0.711 -0.154
C 2.206 1.289 -1.347
C 3.167 1.787 -2.433
C 3.355 -0.618 -0.370
C 2.333 -1.770 -0.290
N 1.274 -1.657 0.688
C 1.445 -2.022 1.941
C 0.291 -2.026 2.786
F -0.898 -1.652 2.212
C 0.280 -2.412 4.096
F -0.885 -2.351 4.785
C 1.422 -2.864 4.735
C 2.572 -2.880 3.959
F 3.713 -3.316 4.530
C 2.608 -2.466 2.649
F 3.818 -2.482 2.026
H 3.936 3.404 1.617
H 2.278 2.778 1.479
H 3.033 3.578 0.109
H 4.107 1.031 1.413
H 4.681 1.728 -0.101
H 1.575 2.125 -1.037
H 1.549 0.524 -1.778
H 3.713 2.670 -2.099
H 2.592 2.067 -3.318
H 3.890 1.023 -2.724
H 4.114 -0.796 0.391
H 3.862 -0.702 -1.347
H 2.932 -2.676 -0.145
H 1.827 -1.867 -1.256
H 1.419 -3.199 5.760
C -0.724 -5.178 1.024
Si -0.449 -4.815 -0.817
C -1.253 -6.255 -1.781
C 1.402 -5.105 -1.114
As -1.253 -2.608 -1.127
Si -0.836 -2.391 -3.439
C 1.030 -2.431 -3.802
C -1.423 -0.722 -4.119
C -1.587 -3.662 -4.644
Si -3.554 -3.130 -1.230
C -4.142 -3.360 0.573
C -4.188 -4.708 -2.100
C -4.552 -1.742 -2.055
H -0.497 -6.216 1.275
H -1.759 -4.977 1.313
H -0.079 -4.534 1.629
H -0.555 -7.092 -1.848
H -1.525 -5.964 -2.797
H -2.158 -6.611 -1.287
H 1.688 -6.075 -0.700
H 2.007 -4.343 -0.624
H 1.655 -5.108 -2.176
H 1.528 -1.553 -3.385
H 1.219 -2.437 -4.878
H 1.505 -3.315 -3.373
H -0.884 0.107 -3.658
H -2.487 -0.564 -3.932
H -1.261 -0.670 -5.198
H -1.126 -4.647 -4.539
H -1.438 -3.328 -5.673
H -2.661 -3.769 -4.484
H -4.495 -4.378 0.752
H -4.959 -2.676 0.812
H -3.323 -3.160 1.268
H -3.974 -5.606 -1.520
H -3.748 -4.844 -3.089
H -5.271 -4.637 -2.224
H -5.296 -1.330 -1.372
H -5.067 -2.108 -2.946
H -3.911 -0.909 -2.342
S -4.628 7.207 1.327
C -3.221 6.344 1.137
S -3.209 4.614 0.968
C -1.405 4.606 0.783
N -0.966 5.822 0.805
N -1.942 6.781 1.016
C -1.442 8.109 1.140
C -0.218 8.396 0.530
C 0.357 9.645 0.676
C -0.271 10.625 1.431
C -1.486 10.341 2.032
C -2.075 9.093 1.894
S -0.515 3.205 0.613
H 0.271 7.619 -0.036
H 1.306 9.852 0.198
H 0.187 11.599 1.553
H -1.989 11.091 2.629
H -3.014 8.882 2.376
C -4.857 1.244 3.547
N -3.780 0.281 3.237
C -2.450 0.939 3.277
C -4.040 -0.467 1.924
C -3.935 0.354 0.657
C -5.062 1.070 0.235
C -4.999 1.838 -0.913
C -3.802 1.876 -1.621
C -2.721 1.115 -1.204
C -2.714 0.296 -0.053
H -4.665 1.716 4.508
H -5.817 0.730 3.576
H -4.878 2.005 2.778
H -3.784 -0.435 3.962
H -2.323 1.570 2.399
H -1.672 0.180 3.265
H -2.367 1.547 4.176
H -5.036 -0.898 2.052
H -3.297 -1.260 1.884
H -5.997 1.016 0.790
H -5.859 2.406 -1.246
H -3.724 2.499 -2.506
H -1.814 1.173 -1.804
```


Entry 5:
One molecule with the formula C4H6O2. Source: the Open Molecules 2025 dataset; level of theory: ωB97M-V with the def2-TZVPD basis set.

The energy above the lowest of the compared OMol25 structures with the same formula, charge and spin is 1.789 eV. For the HOMO energy, the calculation gives -8.71 eV. The value obtained for the orbital gap is 9.46 eV. Its SMILES is CC(=C=O)CO. Its spin multiplicity is 1.

The geometry in XYZ format:
```
12
C4H6O2 (ωB97M-V with the def2-TZVPD basis set)
C 1.623 -0.261 0.063
C 0.137 -0.126 -0.142
C -0.502 -0.985 -0.921
O -1.081 -1.755 -1.581
C -0.820 0.976 0.281
O -2.086 0.345 0.409
H 1.919 -0.056 1.098
H 1.925 -1.289 -0.163
H 2.180 0.409 -0.602
H -0.917 1.744 -0.494
H -0.542 1.489 1.213
H -1.836 -0.490 0.839
```